(1)
2 unconnected molecules or ions with the total composition C29H31O at a distorted geometry, computed with ωB97M-V with the def2-TZVPD basis set.

```
61
C29H31O (ωB97M-V with the def2-TZVPD basis set)
C -1.483 -1.900 3.753
C -0.087 -2.486 3.877
H -1.532 0.595 0.242
C 0.848 -1.963 4.786
C 2.128 -2.485 4.892
C 3.103 -1.984 5.924
C 2.573 -3.671 4.059
C 1.593 -4.004 2.950
C 1.957 -5.109 1.994
C 0.361 -3.407 2.898
H -2.144 -2.505 4.419
H -1.617 -0.881 4.165
H -1.985 -1.990 2.763
H 0.553 -1.094 5.394
H 3.961 -2.669 6.047
H 3.517 -0.993 5.665
H 2.574 -1.867 6.886
H 3.603 -3.517 3.648
H 2.704 -4.558 4.729
H 2.870 -5.655 2.278
H 1.112 -5.816 1.933
H 2.109 -4.717 0.974
H -0.303 -3.644 2.050
C -4.446 5.266 2.169
C -3.365 4.476 1.472
C -2.303 3.968 2.240
C -1.399 3.053 1.712
C -1.491 2.637 0.358
C -0.771 1.328 -0.015
C -0.418 0.892 -1.418
C -1.426 0.815 -2.393
C -1.096 0.166 -3.585
C 0.026 -0.690 -3.651
O 0.341 -1.386 -4.812
C 0.894 -0.525 -5.764
C 2.264 -0.669 -6.014
C 2.883 0.229 -6.881
C 2.108 1.158 -7.598
C 0.736 1.294 -7.346
C 0.141 0.489 -6.373
C 1.023 -0.626 -2.672
C 0.803 0.227 -1.600
C -2.348 3.379 -0.479
C -3.304 4.255 0.088
H -5.306 5.561 1.552
H -4.843 4.737 3.049
H -4.001 6.184 2.564
H -2.284 4.212 3.302
H -0.603 2.666 2.364
H 0.114 1.218 0.642
H -2.436 1.247 -2.257
H -1.695 0.331 -4.485
H 2.827 -1.434 -5.473
H 3.973 0.188 -7.008
H 2.568 1.786 -8.362
H 0.112 2.019 -7.883
H -0.881 0.689 -6.057
H 1.966 -1.156 -2.748
H 1.554 0.369 -0.825
H -2.276 3.275 -1.569
H -4.060 4.689 -0.569
```

Its spin multiplicity is 1. The charge is +1.

(2)
A molecular structure, C29H32AsIN2O2PSTi, computed with ωB97M-V with the def2-TZVPD basis set.

```
70
C29H32AsIN2O2PSTi (ωB97M-V with the def2-TZVPD basis set)
Ti -0.682 1.719 0.326
C 2.769 0.369 2.560
C 1.442 0.855 2.062
N 1.223 1.113 0.687
O -0.075 0.349 -1.384
C 0.377 1.101 2.836
C 0.148 0.792 4.283
N -0.566 1.916 2.160
O -1.807 1.361 1.748
H 3.202 -0.393 1.909
H 2.663 -0.048 3.559
H 3.493 1.185 2.610
H -0.360 0.460 -2.305
H 1.025 1.001 4.896
H -0.121 -0.258 4.433
H -0.674 1.404 4.650
I -0.409 4.075 -0.804
C 2.407 1.431 -0.041
C 3.014 2.646 0.160
C 4.272 2.944 -0.396
C 4.936 2.003 -1.128
C 4.340 0.746 -1.375
C 5.033 -0.258 -2.093
C 4.476 -1.480 -2.339
C 3.152 -1.726 -1.940
C 2.446 -0.779 -1.228
P 0.710 -1.043 -1.053
C 0.064 -1.663 0.471
C -1.321 -1.672 0.653
C -1.842 -2.148 1.844
C -0.995 -2.636 2.831
C 0.380 -2.644 2.636
C 0.914 -2.148 1.460
C 0.169 -2.118 -2.379
C 0.361 -1.710 -3.704
C -0.071 -2.515 -4.741
C -0.676 -3.737 -4.465
C -0.850 -4.152 -3.155
C -0.432 -3.344 -2.106
C 3.041 0.472 -0.871
H 2.512 3.372 0.786
H 4.717 3.912 -0.211
H 5.923 2.200 -1.526
H 6.032 -0.034 -2.446
H 5.022 -2.242 -2.877
H 2.682 -2.658 -2.227
H -1.984 -1.303 -0.121
H -2.913 -2.142 1.997
H -1.407 -3.014 3.757
H 1.035 -3.027 3.406
H 1.986 -2.140 1.306
H 0.869 -0.778 -3.931
H 0.073 -2.197 -5.765
H -1.007 -4.368 -5.279
H -1.313 -5.106 -2.943
H -0.574 -3.668 -1.084
C -4.852 0.899 1.574
As -4.340 2.072 0.143
C -5.931 2.325 -0.902
C -3.895 3.776 0.898
S -2.856 1.233 -1.120
H -5.693 1.335 2.112
H -3.994 0.777 2.230
H -5.147 -0.056 1.144
H -6.732 2.696 -0.263
H -6.215 1.369 -1.338
H -5.724 3.039 -1.696
H -4.762 4.143 1.448
H -3.639 4.463 0.095
H -3.047 3.650 1.566
```

Its spin multiplicity is 1. The charge is +1.

(3)
A molecular structure, C29H32BBr45ClF14O5P2S at a distorted geometry, computed with ωB97M-V with the def2-TZVPD basis set.

```
130
C29H32BBr45ClF14O5P2S (ωB97M-V with the def2-TZVPD basis set)
O -0.680 -8.218 -3.526
P -1.842 -8.137 -4.430
O -2.182 -9.559 -5.163
O -3.154 -7.822 -3.499
P -1.630 -6.512 -5.870
B -2.448 -4.983 -4.900
C -4.071 -5.243 -5.137
C -4.679 -4.517 -6.368
C -4.079 -4.894 -7.730
Cl -4.391 -6.638 -8.098
O -2.214 -3.609 -5.415
C -1.895 -2.786 -4.340
C -2.945 -1.761 -3.847
F -2.297 -0.617 -3.522
F -3.714 -1.426 -4.906
C -3.809 -2.151 -2.613
F -4.077 -3.437 -2.518
F -3.156 -1.695 -1.532
C -5.206 -1.416 -2.551
F -5.132 -0.161 -2.941
F -5.501 -1.371 -1.233
C -6.379 -2.202 -3.209
F -6.868 -3.053 -2.339
F -6.088 -2.776 -4.322
F -7.373 -1.330 -3.429
C -1.250 -3.827 -3.334
S 0.445 -4.151 -4.159
C -0.810 -3.421 -1.926
C -0.079 -2.058 -1.811
C 1.379 -2.138 -1.275
C 2.466 -1.585 -2.188
F 3.570 -1.388 -1.400
F 2.861 -2.418 -3.141
C 2.159 -0.204 -2.824
F 1.580 -0.342 -4.007
F 1.358 0.540 -2.098
F 3.303 0.409 -3.068
O -1.949 -4.998 -3.495
H -2.967 -9.901 -4.715
H -2.856 -7.340 -2.719
H -0.234 -6.304 -6.042
H -4.214 -6.321 -5.333
H -4.705 -5.014 -4.267
H -5.748 -4.788 -6.425
H -4.648 -3.424 -6.291
H -4.497 -4.312 -8.557
H -2.997 -4.728 -7.755
H -1.056 -2.138 -4.640
H 0.459 -3.495 -5.344
H -0.101 -4.196 -1.582
H -1.683 -3.502 -1.249
H -0.162 -1.509 -2.752
H -0.645 -1.471 -1.071
H 1.468 -1.621 -0.313
H 1.656 -3.181 -1.070
C 6.569 0.881 -5.082
Br 5.526 2.099 -6.154
Br 5.522 -0.617 -4.479
Br 8.180 0.324 -5.993
H 6.878 1.423 -4.199
C -8.618 1.776 -2.645
Br -8.869 3.461 -3.557
Br -7.187 1.869 -1.359
Br -10.257 1.142 -1.850
H -8.326 1.051 -3.392
C 2.036 0.082 2.927
Br 1.543 0.847 1.227
Br 1.512 -1.771 3.053
Br 3.912 0.320 3.294
H 1.492 0.621 3.691
C -2.890 -3.232 1.960
Br -1.544 -4.081 0.862
Br -4.274 -2.428 0.892
Br -3.613 -4.449 3.278
H -2.400 -2.434 2.500
C 6.555 4.457 -2.577
Br 5.514 5.685 -3.641
Br 5.514 2.927 -2.027
Br 8.175 3.924 -3.483
H 6.850 4.983 -1.680
C 3.827 2.367 7.418
Br 3.330 3.142 5.721
Br 3.324 0.507 7.529
Br 5.699 2.637 7.806
H 3.271 2.892 8.181
C -8.765 6.914 -5.406
Br -9.673 6.650 -7.088
Br -6.923 6.347 -5.491
Br -8.924 8.735 -4.785
H -9.258 6.287 -4.677
C 8.665 5.779 6.574
Br 9.896 4.923 7.787
Br 7.894 4.519 5.335
Br 7.308 6.780 7.520
H 9.234 6.491 5.993
C -0.044 4.597 0.325
Br 1.713 5.329 -0.001
Br -0.436 3.134 -0.870
Br -0.276 4.114 2.180
H -0.758 5.380 0.112
C 3.897 8.011 5.940
Br 2.126 8.026 6.709
Br 3.991 6.889 4.376
Br 4.538 9.795 5.583
H 4.558 7.578 6.679
C -1.461 7.411 5.941
Br -1.030 7.540 4.069
Br -3.250 8.037 6.310
Br -1.173 5.628 6.621
H -0.782 8.065 6.469
C 3.048 -5.275 4.408
Br 3.167 -5.997 6.194
Br 4.254 -6.164 3.194
Br 1.236 -5.280 3.749
H 3.361 -4.241 4.465
C -4.359 7.592 10.233
Br -6.150 8.165 10.668
Br -3.028 8.733 11.043
Br -4.074 5.737 10.677
H -4.249 7.681 9.160
C 8.632 0.987 2.873
Br 9.936 -0.042 3.853
Br 7.033 1.287 3.914
Br 9.373 2.640 2.208
H 8.344 0.399 2.013
C 5.850 -2.937 9.126
Br 4.075 -2.897 9.887
Br 5.934 -4.087 7.579
Br 6.502 -1.161 8.745
H 6.506 -3.361 9.872
```

Its spin multiplicity is 1. The charge is -1.

Computed HOMO level (eV) in order:
-10.3; -9.6; -4.7
Computed E_LUMO (eV) in order:
-5.470; -2.903; 0.469